(1)
Computed, not measured: C34H29N8O2ReTe as an isolated structure, with ωB97M-V/def2-TZVPD.

Calculated values
HOMO (alpha / beta) = -16.2 / -16.2 eV
<S²> = 0.7624
LUMO energy (alpha / beta) = -10.084 / -10.639 eV
Spin multiplicity = 2
Net charge = +3

Atoms and positions in Å:
N (0.469, 1.277, -2.168)
C (1.517, 0.427, -2.048)
H (5.278, -5.760, -1.386)
N (-2.711, 2.297, -0.862)
C (-3.324, 1.438, -2.911)
C (2.955, 2.567, 0.205)
C (2.683, 0.688, -2.747)
C (-0.316, -1.875, 0.098)
O (-1.722, -0.406, -2.697)
H (4.127, -0.608, 2.082)
C (3.720, -5.653, 1.472)
H (-5.397, -1.568, 1.409)
C (-1.058, 2.845, 3.607)
H (-5.531, 3.036, -2.297)
C (4.708, 1.050, 0.847)
C (2.205, -1.788, -1.006)
C (2.043, 1.767, 0.892)
N (-2.321, 0.736, -2.524)
H (-4.319, 4.217, -2.775)
H (3.714, -3.914, -1.915)
C (2.794, -3.975, 0.045)
H (-1.820, 3.249, 5.566)
H (-3.576, 1.450, -5.027)
C (-3.530, 2.464, -1.874)
C (2.448, 0.618, 1.562)
H (-0.979, 3.891, 3.341)
C (-1.530, 2.481, 4.861)
H (-5.060, 1.742, -4.121)
C (3.700, -4.366, -0.930)
H (-4.374, 0.109, -4.201)
H (2.639, 3.482, -0.283)
C (2.796, -4.634, 1.269)
H (-4.792, 4.062, -1.085)
N (-3.685, -2.724, 1.520)
H (3.540, 0.030, -2.668)
C (-4.347, -1.635, 1.152)
H (-0.452, -0.264, 2.365)
C (-1.235, 0.153, 4.314)
H (-1.885, -3.716, 1.504)
H (2.131, -4.349, 2.076)
C (-1.738, -1.808, 0.511)
H (5.756, 0.777, 0.845)
C (0.593, 2.334, -2.968)
H (3.189, -1.746, -1.449)
H (1.742, 0.019, 2.122)
H (5.010, 2.822, -0.336)
C (1.309, -0.764, -1.195)
N (0.096, -0.809, -0.617)
Re (-1.230, 0.713, -0.927)
C (-1.618, 1.141, 5.213)
C (-4.136, 1.171, -4.133)
H (3.765, -6.177, 2.418)
N (4.581, -6.032, 0.532)
C (-4.592, 3.501, -1.996)
H (-1.978, 0.865, 6.195)
H (-1.292, -0.890, 4.599)
N (2.813, 1.747, -3.537)
C (1.777, 2.566, -3.658)
N (-2.422, -0.694, 0.151)
H (-3.480, 3.764, 0.126)
C (-3.716, -0.610, 0.462)
C (3.792, 0.268, 1.540)
H (-0.251, 3.006, -3.048)
C (4.293, 2.198, 0.181)
H (1.884, 3.423, -4.310)
C (-0.681, 1.848, 2.714)
C (4.571, -5.413, -0.644)
O (-2.801, 3.082, 0.253)
H (0.227, -3.778, 0.901)
C (-2.399, -2.813, 1.199)
C (0.548, -2.914, 0.337)
C (-0.767, 0.503, 3.056)
Te (0.054, 2.451, 0.833)
H (-4.246, 0.287, 0.175)
C (1.847, -2.880, -0.205)

(2)
Computed, not measured: C26H41ClO2P2PtSb as an isolated structure, with ωB97M-V/def2-TZVPD.

Calculated values
HOMO = -16.4 eV
LUMO energy = -9.565 eV
Net charge = +3

Atoms and positions in Å:
C (-0.915, 3.080, -2.933)
C (1.932, -0.202, 4.232)
H (-1.904, -2.067, -6.062)
H (-2.943, -0.720, -7.836)
H (2.193, -1.864, -0.384)
H (2.424, -3.874, 3.486)
C (-1.322, -2.240, 3.814)
H (2.870, 0.202, 3.844)
H (-3.215, 2.366, -0.983)
H (2.872, -1.993, 5.087)
H (3.399, -4.424, 2.134)
C (0.765, 1.331, 0.832)
O (-0.296, 1.261, 0.165)
H (-1.081, -3.028, 1.116)
H (3.261, -3.250, -0.137)
H (-1.742, -3.263, -2.008)
C (-2.787, 1.661, -5.430)
H (-0.837, -3.220, 3.778)
C (2.831, -2.369, 0.343)
C (0.991, 0.936, 4.627)
H (0.037, 0.564, 5.003)
C (0.414, -2.067, -3.844)
H (0.472, 5.874, 1.537)
H (-3.943, 2.694, -2.574)
H (0.807, 1.637, 3.811)
H (-1.480, 3.800, -3.530)
H (-3.038, 2.704, -5.276)
H (-0.447, 3.713, 0.757)
C (-3.050, 1.068, -6.656)
C (-2.199, 0.901, -4.425)
H (1.257, -1.636, 5.729)
C (-2.212, -2.660, -2.786)
H (0.196, -2.760, -4.658)
C (-1.879, -0.439, -4.642)
H (-1.021, -1.739, 4.735)
C (2.968, -3.537, 2.602)
H (-4.030, 1.062, -1.886)
H (2.633, -0.651, 6.197)
H (-1.348, -1.422, 0.402)
C (3.109, 3.856, 2.278)
H (-2.407, -3.294, -3.653)
C (2.072, -2.831, 1.583)
H (3.654, -1.700, 0.595)
H (1.098, -1.299, -4.205)
Pt (-0.725, 0.102, -1.575)
C (1.311, 2.589, 1.288)
H (1.244, -3.486, 1.303)
H (0.042, 2.889, -3.417)
H (-0.751, 3.498, -1.940)
O (1.415, 0.220, 1.126)
C (-1.524, -2.045, 1.288)
C (2.595, 2.654, 1.849)
H (1.459, 1.500, 5.436)
H (3.796, -2.902, 2.917)
Cl (2.963, 6.500, 2.701)
C (-2.147, -1.028, -5.873)
H (0.884, -2.627, -3.035)
C (0.553, 3.764, 1.167)
C (1.053, 4.966, 1.608)
C (-1.023, -1.394, 2.567)
C (-3.410, 1.953, -1.973)
Sb (1.098, -1.170, 2.522)
C (2.185, -1.195, 5.364)
H (-1.448, -0.397, 2.692)
P (-1.117, -1.308, -3.269)
H (3.204, 1.762, 1.911)
H (-2.604, -2.187, 1.362)
C (2.335, 5.012, 2.162)
C (-2.734, -0.269, -6.876)
H (-3.159, -2.269, -2.417)
H (-2.395, -2.424, 3.880)
H (4.105, 3.922, 2.695)
H (-3.501, 1.652, -7.448)
P (-1.860, 1.560, -2.793)

(3)
Computed, not measured: a 2-piece molecular cluster, C4H14NOS overall, with ωB97M-V/def2-TZVPD.

Calculated values
HOMO = -12.5 eV
LUMO energy = -3.079 eV
Net charge = +1

Atoms and positions in Å:
H (-3.323, -0.393, 0.942)
H (-2.374, -1.002, 2.227)
H (0.902, 0.806, 0.434)
H (4.371, -0.694, 1.082)
H (-1.313, 1.892, -1.201)
H (-0.765, -0.288, -2.770)
H (-1.268, -1.209, -1.393)
S (-1.154, 0.424, 0.874)
C (-2.339, -0.873, 1.125)
H (2.484, 0.537, -0.117)
H (3.812, 0.312, 1.789)
C (-1.476, 0.797, -0.960)
H (-2.092, -1.724, 0.470)
C (-0.622, -0.323, -1.675)
H (1.437, -1.025, -2.057)
H (-2.534, 0.688, -1.235)
C (0.863, -0.607, -1.225)
H (0.922, -1.469, -0.551)
O (3.479, -0.306, 1.189)
N (1.489, 0.551, -0.518)
H (1.390, 1.414, -1.089)

(4)
Computed, not measured: an isolated ion of composition C6H14NO and charge -1, with ωB97M-V/def2-TZVPD.

Calculated values
HOMO = -2.3 eV
SMILES string = CCCNCCC[O-]
LUMO energy = 3.649 eV
Net charge = -1

Atoms and positions in Å:
H (-0.560, 3.768, 0.994)
O (0.894, 2.327, 0.697)
H (-1.994, -0.044, -0.722)
H (2.021, -3.682, -0.218)
H (0.726, -2.268, -1.777)
H (-0.687, 2.237, 1.878)
C (-1.226, 0.440, -0.104)
H (0.686, -3.877, 0.913)
H (-0.714, -2.448, -0.741)
H (-2.422, 2.263, -0.136)
H (-1.159, 2.565, -1.092)
C (0.407, -2.352, -0.703)
H (0.616, -4.548, -0.683)
H (-1.200, 0.090, 0.930)
C (0.695, -1.087, 0.103)
N (0.088, 0.067, -0.656)
C (0.926, -3.676, -0.117)
H (0.324, -1.133, 1.120)
H (1.749, -0.804, -0.057)
C (-0.414, 2.674, 0.874)
C (-1.346, 1.964, -0.194)
H (0.735, 0.852, -0.616)

In order of appearance, E_tot = -2246.855692 -2667.399089 -688.702633 -366.952063 a.u..